Record 1
Molecular formula: C17H15ClN4O5
Method: DFT, ωB97M-V/def2-TZVPD

Element x y z (Å)
O: -0.18701 -3.61129 -1.66546
C: 0.15009 -2.45671 -1.80648
N: -0.68218 -1.44142 -1.42744
N: -0.32025 -0.15162 -1.48117
C: -1.11216 0.75665 -1.06914
C: -0.76817 2.15923 -1.15642
C: -1.78814 3.09693 -1.03545
C: -1.53399 4.44789 -1.20783
C: -0.24645 4.89445 -1.50932
C: 0.77534 3.98313 -1.60104
C: 0.55187 2.61066 -1.40963
O: 1.60585 1.81203 -1.48259
H: 1.43989 0.93164 -1.07823
H: 1.78417 4.29813 -1.81433
H: -0.07588 5.95014 -1.65208
N: -2.60622 5.38983 -1.08782
O: -3.70738 4.96089 -0.80378
O: -2.35380 6.56240 -1.27727
H: -2.79978 2.78076 -0.82672
H: -2.10865 0.51905 -0.68189
H: -1.59659 -1.70215 -1.04879
C: 1.50167 -2.01305 -2.32802
C: 2.52311 -2.07462 -1.17359
C: 1.85722 -1.52868 0.07814
O: 1.73664 -0.33438 0.27766
N: 1.35748 -2.49539 0.88728
C: 0.56202 -2.35572 2.03082
C: 0.01477 -3.51925 2.56831
C: -0.78017 -3.44333 3.69704
C: -1.04573 -2.22529 4.30370
C: -0.49857 -1.07669 3.75981
C: 0.30249 -1.12831 2.63285
H: 0.72605 -0.22808 2.22158
H: -0.69709 -0.12277 4.22338
H: -1.66709 -2.18199 5.18333
Cl: -1.44882 -4.89388 4.35521
H: 0.20413 -4.47568 2.10485
H: 1.45734 -3.45228 0.57294
H: 2.85140 -3.10222 -1.01897
H: 3.38481 -1.45458 -1.41982
H: 1.81034 -2.68820 -3.12540
H: 1.42742 -0.99620 -2.70824

**LUMO**: -0.32 eV
**SMILES**: O=C(CCC(=O)Nc1cccc(Cl)c1)N/N=C/c1cc([N+](=O)[O-])ccc1O
**HOMO-LUMO gap**: 8.5 eV
**Charge**: 0
**Total energy**: -46590.7798 eV

Record 2
Molecular formula: C15H33Br6N3O3
Method: DFT, ωB97M-V/def2-TZVPD

Element x y z (Å)
Br: 0.82427 -5.43705 0.43164
C: 2.24543 -6.15103 -0.74267
C: 3.14356 -5.03568 -1.15474
Br: 4.18746 -5.45829 -2.76564
H: 1.88838 -6.52155 -1.70358
H: 2.69102 -6.97009 -0.17814
H: 3.81697 -4.71330 -0.36059
H: 2.56871 -4.14874 -1.42115
Br: -1.72753 -0.44763 4.66933
C: -2.44932 1.26688 5.27213
C: -1.49282 2.43162 5.03767
Br: -2.59493 4.07037 5.47921
H: -2.57191 1.12503 6.34589
H: -3.42890 1.21543 4.79687
H: -1.14186 2.38947 4.00659
H: -0.66290 2.43895 5.74426
Br: 1.76519 3.66577 3.56396
C: 0.34654 4.11254 2.20334
C: 0.22082 5.70113 2.16628
Br: -0.34673 6.38560 3.96763
H: -0.61236 3.68159 2.49124
H: 0.68885 3.69699 1.25558
H: -0.56912 5.94136 1.45468
H: 1.10842 6.31704 2.02164
C: 0.84017 2.03183 -2.09635
O: 0.96606 2.81591 -1.11798
N: 1.88748 1.36917 -2.68308
C: 1.66008 0.43569 -3.82020
C: 3.30666 1.60387 -2.31734
H: -0.05743 1.85497 -2.70892
H: 2.56924 0.00615 -4.24095
H: 1.08153 0.99107 -4.55839
H: 1.00312 -0.42124 -3.67134
H: 3.47713 1.87780 -1.27617
H: 3.95393 0.80966 -2.68928
H: 3.63669 2.54970 -2.74697
C: 1.79646 -0.70019 0.24250
O: 2.33054 -1.71373 -0.20346
N: 0.57513 -0.67950 0.83198
C: 0.00767 0.46023 1.45644
C: -0.18995 -1.94773 0.73309
H: 2.20253 0.32290 0.21873
H: 0.75109 1.20358 1.74426
H: -0.51264 0.14166 2.35971
H: -0.56086 0.91093 0.64297
H: 0.20119 -2.71020 0.05948
H: -0.22261 -2.43609 1.70702
H: -1.18136 -1.69521 0.35703
C: -2.93826 0.13478 -2.04463
O: -1.94943 0.80396 -2.27056
N: -3.06685 -1.19380 -2.26899
C: -4.34424 -1.86461 -2.42925
C: -1.98955 -2.03679 -2.65261
H: -3.91055 0.52397 -1.70497
H: -4.74679 -1.96367 -3.43734
H: -5.15351 -1.37246 -1.88982
H: -4.26840 -2.85870 -1.98867
H: -2.03929 -2.46877 -3.65212
H: -1.09342 -1.44216 -2.47519
H: -1.91882 -2.89940 -1.99005

**LUMO**: 0.32 eV
**SMILES**: CN(C)C=O.CN(C)C=O.CN(C)C=O.BrCCBr.BrCCBr.BrCCBr
**HOMO-LUMO gap**: 9.3 eV
**Charge**: 0
**Total energy**: -446956.9007 eV

Record 3
Molecular formula: C35H48N5O2SbSi3W
Method: DFT, ωB97M-V/def2-TZVPD

Element x y z (Å)
W: 1.12221 -1.48494 0.93471
C: -1.53371 11.74832 -0.84374
O: -2.33708 10.55576 -0.84826
C: -1.84826 9.36710 -0.77691
C: -2.80912 8.31007 -0.71158
C: -2.40337 7.02177 -0.57345
C: -1.01997 6.70789 -0.52372
C: -0.06717 7.75514 -0.63433
C: -0.45810 9.05462 -0.75153
C: -0.62903 5.33533 -0.31988
N: -1.48147 4.37362 -0.00131
C: -0.74178 3.26202 0.17691
C: 0.61185 3.52964 -0.04663
N: 0.66091 4.85336 -0.35764
C: 1.64637 2.57307 0.20428
C: 3.01327 2.83286 0.19333
C: 3.87283 1.88868 0.73662
C: 3.38294 0.68747 1.17873
N: 2.08822 0.31386 1.06146
C: 1.20628 1.29333 0.62596
C: -0.17425 1.01686 0.86074
N: -0.45260 -0.19481 1.43933
C: -1.72814 -0.45935 1.75418
C: -2.75666 0.44148 1.57137
C: -2.48752 1.68456 1.02157
C: -1.18060 1.98398 0.65936
H: -2.21756 12.57050 -0.66559
H: -1.05999 11.88908 -1.81650
H: -0.77298 11.72041 -0.06472
H: -3.85602 8.58156 -0.75483
H: -3.12774 6.22414 -0.49718
H: 0.99325 7.54237 -0.61176
H: 0.27972 9.84152 -0.83095
H: 1.48302 5.39114 -0.57932
H: 3.40864 3.77559 -0.16127
H: 4.92641 2.10802 0.83919
H: 4.02203 -0.02535 1.68201
H: -1.89785 -1.44414 2.16897
H: -3.76070 0.17907 1.87383
H: -3.26508 2.42567 0.89129
O: 3.14177 -1.46199 -0.53424
C: 4.22328 -2.31882 -0.12238
C: 3.62917 -3.62131 0.33664
C: 4.30478 -4.82323 0.24802
C: 3.65360 -5.99192 0.60767
C: 2.32438 -5.90967 1.00018
C: 1.72319 -4.67233 1.06291
N: 2.36374 -3.51993 0.77900
H: 3.05857 -1.51699 -1.48904
H: 4.74814 -1.81680 0.69133
H: 4.93290 -2.46706 -0.93384
H: 5.32379 -4.84589 -0.11510
H: 4.15884 -6.94708 0.55552
H: 1.75910 -6.79536 1.25389
H: 0.68280 -4.58884 1.33914
C: -3.83363 -2.94536 -2.16403
Si: -3.14050 -3.87439 -0.71554
C: -3.79201 -3.27497 0.92041
C: -2.24892 -5.50688 -0.67798
Sb: -0.17774 -2.27036 -0.93064
Si: 0.74989 -2.41957 3.26213
C: 0.06979 -1.14355 4.49777
C: -0.62060 -3.78572 3.19820
C: 2.29838 -3.17097 4.07116
Si: -0.32129 -2.71169 -3.99790
C: -1.46082 -1.31199 -4.45104
C: 1.48656 -2.35473 -4.27522
C: -0.72985 -4.51770 -3.86854
H: -4.83769 -2.59609 -1.91201
H: -3.90291 -3.53712 -3.07729
H: -3.21272 -2.07311 -2.35518
H: -4.78264 -3.71828 1.08175
H: -3.92201 -2.19258 0.91967
H: -3.17334 -3.56940 1.76746
H: -2.68796 -6.22579 -1.37530
H: -2.31956 -5.93366 0.32358
H: -1.19860 -5.38419 -0.93418
H: -1.00669 -0.98927 4.41385
H: 0.54956 -0.16417 4.42649
H: 0.26155 -1.51983 5.50502
H: -1.17361 -3.82565 2.25634
H: -1.34504 -3.60534 3.99624
H: -0.20594 -4.77833 3.38596
H: 2.95429 -2.38224 4.44712
H: 2.89234 -3.82181 3.42904
H: 1.98209 -3.76051 4.93417
H: -1.60573 -0.63410 -3.61105
H: -2.43238 -1.65350 -4.80800
H: -0.99829 -0.74335 -5.26206
H: 1.73220 -1.34121 -3.95749
H: 1.72839 -2.43412 -5.34069
H: 2.11954 -3.06897 -3.74757
H: -1.79603 -4.71932 -3.77506
H: -0.20793 -4.94698 -3.01434
H: -0.36940 -5.02723 -4.76767

**LUMO (alpha / beta)**: -10.88 / -12.04 eV
**HOMO-LUMO gap (alpha / beta)**: 5.3 / 4.9 eV
**Charge**: +4
**Expectation value of S²**: 2.250
**Total energy**: -80579.2298 eV
**Multiplicity**: 3

Record 4
Molecular formula: C4H13NO2
Method: DFT, ωB97M-V/def2-TZVPD

Element x y z (Å)
C: 0.17947 -2.82863 -0.64445
C: 0.61952 -1.37927 -1.15669
N: -0.28379 -0.38171 -0.69849
C: -0.45370 -0.01655 0.69528
C: 0.71368 0.66705 1.39679
O: 0.25014 0.85757 2.72133
H: 1.07277 -3.27195 -0.20179
H: -0.06495 -3.45029 -1.49686
H: -0.67747 -2.75939 0.00665
H: 0.73812 -1.41365 -2.23963
H: 1.61599 -1.18968 -0.77671
H: -1.22288 -0.60986 -1.04238
H: -0.84875 -0.89623 1.21750
H: -1.25080 0.72191 0.76104
H: 1.60740 0.02975 1.40547
H: 0.99991 1.60222 0.92342
H: 0.45756 1.75725 2.99864
H: -1.58902 4.51796 -1.87913
H: -0.94383 3.58093 -0.80189
O: -0.91937 4.46256 -1.18810

**LUMO (alpha / beta)**: -3.34 / -8.19 eV
**HOMO-LUMO gap (alpha / beta)**: 11.0 / 6.1 eV
**Charge**: +1
**Expectation value of S²**: 0.754
**Total energy**: -9934.4241 eV
**Multiplicity**: 2

Record 5
Molecular formula: C4H10N2O
Method: DFT, ωB97M-V/def2-TZVPD

Element x y z (Å)
C: 1.12523 -1.65772 -2.16970
N: 0.44213 -0.58325 -1.81913
C: 0.07724 -0.55128 -0.41620
C: -1.58625 2.70537 0.88128
C: -0.65469 2.68221 1.80536
N: -0.66396 -0.01653 2.37930
O: 1.53652 -2.66282 -1.53019
H: 1.28288 -1.64482 -3.26626
H: 0.14418 0.48202 -0.03858
H: 0.74102 -1.23783 0.12194
H: -0.96442 -0.88865 -0.23405
H: -2.12883 3.52101 0.42413
H: -1.99197 1.74781 0.56864
H: -0.23860 3.50699 2.37035
H: -0.56061 1.59721 2.22828
H: 0.31046 -0.07954 2.65640
H: -1.14790 -0.80446 2.79702

**LUMO (alpha / beta)**: 3.61 / 1.76 eV
**HOMO-LUMO gap (alpha / beta)**: 6.5 / 4.7 eV
**Charge**: -1
**Expectation value of S²**: 0.754
**Total energy**: -9334.3242 eV
**Multiplicity**: 2

Record 6
Molecular formula: C4H6N2O
Method: DFT, ωB97M-V/def2-TZVPD

Element x y z (Å)
C: 2.22853 -0.02793 -0.09657
O: 1.30339 0.61894 -0.94847
C: 0.08207 0.32094 -0.69516
C: -0.19154 -0.52391 0.46208
N: -1.56537 -0.18391 0.67821
C: -1.93693 0.70029 -0.27636
N: -0.99546 1.03448 -1.12405
H: 3.20460 0.41236 -0.29706
H: 2.22425 -1.10926 -0.27106
H: 0.77194 -0.15032 1.09223
H: -0.00881 -1.60234 0.42095
H: -2.17785 -0.60378 1.35704
H: -2.93882 1.11445 -0.30178

**LUMO (alpha / beta)**: 0.56 / 0.56 eV
**HOMO-LUMO gap (alpha / beta)**: 7.7 / 7.7 eV
**Charge**: 0
**Total energy**: -9269.4191 eV

Record 7
Molecular formula: C5H14N2O
Method: DFT, ωB97M-V/def2-TZVPD

Element x y z (Å)
C: -2.29586 1.04948 1.09918
C: -0.03808 -0.75663 -1.74589
C: -0.56344 -1.49883 0.73739
C: -1.45793 0.70938 -0.12427
C: -0.51030 -0.41306 -0.32401
N: 0.18844 0.84784 0.09689
N: 3.39591 -0.00803 0.09018
O: 1.10729 1.53472 -0.45645
H: -1.53536 1.22469 1.85182
H: -2.85470 0.20726 1.27234
H: -2.87388 1.88527 0.98826
H: -0.59637 -1.67793 -2.20193
H: -0.17513 -0.01394 -2.53390
H: 1.03624 -1.02619 -1.82936
H: 0.50498 -2.00731 0.86453
H: -0.86512 -1.16882 1.63726
H: -1.15105 -2.20681 0.31245
H: -1.81185 1.24320 -0.97187
H: 0.30496 1.00311 1.03981
H: 3.15054 0.47812 0.94716
H: 2.70068 0.30727 -0.58944
H: 4.34002 0.28721 -0.16016

**LUMO**: 0.80 eV
**SMILES**: C[C@H]1[N@H+]([O-])C1(C)C.N
**HOMO-LUMO gap**: 8.6 eV
**Charge**: 0
**Total energy**: -10435.2178 eV

Record 8
Molecular formula: C6HF6IO
Method: DFT, ωB97M-V/def2-TZVPD

Element x y z (Å)
C: 0.76886 1.24697 1.32115
C: -1.17671 0.44910 -1.43716
C: 0.13653 1.67813 2.32031
C: 1.34686 0.24775 0.53895
C: -0.43772 -0.82779 -1.28636
C: 0.25446 -0.92307 0.13330
O: -0.43146 2.29114 3.13159
F: 2.48115 -0.33379 0.82996
F: 1.63916 0.74997 -0.76907
F: 0.45956 -1.14960 -2.20715
F: -1.32119 -1.88283 -1.24751
F: -0.63823 -0.96761 1.19115
F: 0.88660 -2.11438 0.09134
I: -2.93090 0.39300 -0.41215
H: -1.03700 1.14301 -2.19836

**LUMO (alpha / beta)**: -4.19 / -4.19 eV
**HOMO-LUMO gap (alpha / beta)**: 4.3 / 4.3 eV
**Charge**: 0
**Total energy**: -32684.5092 eV

Record 9
Molecular formula: C13H14Cl5N2
Method: DFT, ωB97M-V/def2-TZVPD

Element x y z (Å)
C: -2.09105 2.30352 -0.56673
C: -2.90972 1.11974 -1.08968
C: -2.08600 0.19689 -1.97901
Cl: -2.97610 -1.22197 -2.53449
N: -0.78207 -0.21024 -1.37021
N: 0.23003 0.34314 -2.02984
C: 1.45589 0.16635 -1.61548
C: 1.76357 -0.61942 -0.47266
C: 3.16616 -0.78416 -0.01201
Cl: 3.81861 -2.35236 -0.33291
C: 3.85710 0.16143 0.60025
C: 5.26379 0.06166 1.10462
Cl: 3.06668 1.68674 0.85407
C: 0.68270 -1.23484 0.15070
C: -0.62631 -1.00970 -0.30052
C: -1.75532 -1.74359 0.35546
Cl: -1.99908 -3.29627 -0.33839
C: -2.30472 -1.35534 1.49909
C: -1.97122 -0.08990 2.24722
Cl: -3.48322 -2.35205 2.25112
H: -1.29574 2.00886 0.12493
H: -1.61843 2.83800 -1.40156
H: -2.74589 3.02061 -0.05800
H: -3.68527 1.52320 -1.75640
H: -3.43121 0.55484 -0.31279
H: -1.77443 0.72917 -2.88275
H: 2.23209 0.65605 -2.19830
H: 5.52026 -0.97946 1.33464
H: 5.96356 0.44176 0.35186
H: 5.37605 0.65533 2.01634
H: 0.81930 -1.90176 0.99967
H: -1.97662 -0.29477 3.32262
H: -0.97883 0.29556 1.98378
H: -2.72455 0.68300 2.05533

**LUMO**: -4.93 eV
**SMILES**: CC[C@H](Cl)[n+]1ncc(/C(Cl)=C(/C)Cl)cc1/C(Cl)=C(\C)Cl
**HOMO-LUMO gap**: 7.9 eV
**Charge**: +1
**Total energy**: -79292.8860 eV

Record 10
Molecular formula: C43H42BNO3P2PtTe
Method: DFT, ωB97M-V/def2-TZVPD

Element x y z (Å)
Pt: 0.67461 0.57429 0.89124
Te: -1.58257 -1.44791 2.91409
C: -1.56620 -3.55569 2.97406
C: -0.40134 -4.25345 3.26046
C: -0.44910 -5.64145 3.25125
N: -1.55866 -6.33427 3.01402
C: -2.67516 -5.65338 2.78236
C: -2.73278 -4.26398 2.73463
C: 0.16243 -1.41280 1.64427
P: 1.74554 -1.03611 2.35529
C: 3.03882 -2.07283 1.68775
C: 4.33713 -1.56690 1.61082
C: 5.34459 -2.35198 1.07689
C: 5.05775 -3.63239 0.61819
C: 3.76792 -4.13892 0.70248
C: 2.75309 -3.36249 1.23882
C: 1.79388 -0.98939 4.13584
C: 2.40761 -2.02309 4.84434
C: 2.42303 -1.98407 6.22877
C: 1.84077 -0.91616 6.89906
C: 1.24920 0.12468 6.19256
C: 1.23163 0.09432 4.81015
P: -0.07372 -1.33283 -0.09936
C: -1.73066 -1.80658 -0.54622
C: -2.68688 -0.93405 -1.05282
C: -3.94292 -1.41894 -1.37808
C: -4.23813 -2.76550 -1.21236
C: -3.28160 -3.63821 -0.70901
C: -2.02714 -3.16261 -0.36773
C: 1.15035 -1.93615 -1.24698
C: 0.87543 -3.04164 -2.05296
C: 1.84966 -3.51159 -2.91948
C: 3.07992 -2.87554 -2.99853
C: 3.34500 -1.75733 -2.21624
C: 2.38418 -1.28490 -1.34283
H: 0.52162 -3.74611 3.51100
H: 0.44452 -6.22047 3.45707
H: -3.57134 -6.24000 2.61447
H: -3.66629 -3.76701 2.50545
H: 4.55983 -0.56660 1.96406
H: 6.35357 -1.96717 1.01742
H: 5.84823 -4.24180 0.20076
H: 3.55296 -5.14063 0.35508
H: 1.74782 -3.76010 1.31218
H: 2.87563 -2.84648 4.31807
H: 2.89358 -2.78301 6.78513
H: 1.85876 -0.88838 7.98028
H: 0.81031 0.95884 6.72252
H: 0.78305 0.90832 4.25165
H: -2.46535 0.11349 -1.19735
H: -4.69073 -0.74142 -1.76643
H: -5.21900 -3.13683 -1.47746
H: -3.51120 -4.68694 -0.57625
H: -1.29258 -3.84508 0.04664
H: -0.08842 -3.52970 -2.02068
H: 1.63890 -4.36969 -3.54291
H: 3.83128 -3.24129 -3.68575
H: 4.29626 -1.24899 -2.29574
H: 2.59165 -0.40504 -0.74561
C: 2.56035 4.51328 1.16343
C: 1.60049 3.39932 1.37817
C: 0.38371 3.64026 2.19237
O: 1.86914 2.29370 0.88326
H: 2.04036 5.46589 1.07623
H: 3.18510 4.32456 0.29487
H: 3.20112 4.57577 2.04899
H: 0.65722 4.13990 3.12356
H: -0.16067 2.71768 2.39718
H: -0.26957 4.31854 1.63899
C: -3.15778 5.41585 -5.80592
C: -2.86939 5.51002 -4.30763
C: -4.20074 5.71046 -3.56965
C: -1.96163 6.72413 -4.06524
C: -2.18239 4.25375 -3.76985
C: -1.87768 3.16165 -4.58616
C: -1.25511 2.00786 -4.11012
C: -0.94627 1.99141 -2.77454
O: -0.33740 0.98868 -2.01958
B: -0.26880 1.49893 -0.74245
O: -0.81244 2.76295 -0.65319
C: -1.23655 3.06132 -1.95090
C: -1.85076 4.19832 -2.40890
H: -3.64346 6.33449 -6.13520
H: -3.82976 4.58830 -6.04003
H: -2.24329 5.30084 -6.39044
H: -4.70256 6.60326 -3.94499
H: -4.05661 5.83966 -2.49577
H: -4.86452 4.85794 -3.72361
H: -2.43924 7.62695 -4.44806
H: -1.00424 6.60390 -4.57515
H: -1.76521 6.88039 -3.00331
H: -2.13057 3.19894 -5.63495
H: -1.02774 1.17514 -4.76105
H: -2.07176 5.01794 -1.73869

**LUMO**: -6.42 eV
**HOMO-LUMO gap**: 6.5 eV
**Charge**: +2
**Total energy**: -82687.8304 eV